# 1
The following is a quantum chemistry calculation of a single C5H7ClN2 molecule in a non-equilibrium geometry, from the OMol25 dataset.

Calculated values
calculated total energy	-20797.4354	eV
Kohn-Sham gap	0.367	Eh
HOMO energy	-9.3	eV

```
15
Properties=species:S:1:pos:R:3:forces:R:3
C -2.5477 0.5497 -0.0373 -1.736 -3.536 -0.048
C -1.3008 0.7035 0.1994 2.920 3.542 2.241
C -0.2347 -0.2028 0.7492 -0.035 -0.580 -0.252
C 1.4550 0.4745 -1.1836 -0.403 -1.377 3.202
C 1.9867 -0.6129 -0.2962 -1.711 -2.120 0.398
H -3.2347 1.2651 -0.2820 -1.342 1.929 -0.509
H -1.0334 1.9030 0.3644 -0.262 -3.306 -0.911
H 0.6016 -1.3592 2.0918 -3.268 0.065 -1.978
H 0.7194 0.1501 -1.8417 -1.107 -0.519 -1.261
H 1.9955 1.3308 -1.4869 0.488 0.847 0.354
H 1.4528 -1.6260 -0.4296 1.572 1.199 -0.187
H 2.9287 -0.6302 0.2280 0.468 -0.004 -0.542
N -0.4409 -1.1790 1.5963 3.645 1.869 0.388
N 1.0313 0.2580 0.3024 0.269 1.375 -0.726
Cl -3.3789 -1.0245 0.0258 0.501 0.615 -0.169
```
Positions in Å, forces in eV/Å.

Atomic partial charges in e from the Löwdin method, atoms 1 to 8: -0.524 -0.164 -0.454 -0.031 -0.163 0.025 0.184 0.133

***

# 2
The following is a quantum chemistry calculation of a single C5H7ClN2 molecule in a non-equilibrium geometry, from the OMol25 dataset.

Calculated values
calculated total energy	-20796.8444	eV
Kohn-Sham gap	0.328	Eh
HOMO energy	-8.3	eV

```
15
Properties=species:S:1:pos:R:3:forces:R:3
C 1.3428 2.8537 1.9118 -1.324 -0.968 -0.213
C 0.0528 -0.3278 0.3351 1.256 0.740 0.819
C 0.9559 1.8586 1.1066 -1.293 0.246 0.042
C -1.1528 0.2081 -1.5964 -1.061 0.793 -1.298
C -0.5739 -2.1354 -1.0654 0.909 -0.663 -1.833
N 0.3315 1.1565 0.3071 0.563 -1.143 1.275
N -0.6225 -0.7336 -0.9214 1.236 0.995 2.491
Cl -1.9929 -0.5364 -2.9357 -0.647 0.316 -1.025
H 2.2172 3.4161 1.7676 1.264 0.160 -0.265
H 0.6867 3.2629 2.7009 0.120 -0.662 -0.678
H 0.9890 -0.9772 0.4602 -1.073 1.120 -0.241
H -0.6334 -0.5953 1.1807 0.572 0.518 -0.596
H -1.1173 -2.4489 -1.9583 0.522 -0.096 0.223
H -0.9687 -2.6193 -0.2414 -1.121 -0.883 1.860
H 0.4857 -2.3820 -1.0513 0.077 -0.473 -0.561
```
Positions in Å, forces in eV/Å.

Atomic partial charges in e from the Löwdin method, atoms 1 to 8: -0.006 -0.151 -0.165 -0.468 -0.104 0.091 -0.337 0.565

***

# 3
The following is a quantum chemistry calculation of a single C5H7ClN2 molecule in a non-equilibrium geometry, from the OMol25 dataset.

Calculated values
calculated total energy	-20796.6969	eV
spin multiplicity	3
expectation value of S²	2.01
Kohn-Sham gap (alpha / beta)	0.270 / 0.272	Eh
HOMO energy (alpha / beta)	-6.4 / -9.8	eV

```
15
Properties=species:S:1:pos:R:3:forces:R:3
C -1.3476 0.0997 -1.1475 0.284 -2.027 -0.464
C -1.5000 1.2710 -0.4825 2.624 1.397 5.508
C 0.1221 0.8926 1.0812 2.325 -2.520 1.372
C -0.4100 -0.9065 -0.7009 3.854 -0.142 1.504
C 0.7999 -0.1575 0.2572 -2.036 -0.087 0.206
N -0.8857 1.6168 0.6588 -2.413 1.239 -3.741
N 1.5266 -1.0996 1.0292 -1.715 0.165 -0.465
Cl 2.0293 0.6923 -0.9562 -0.512 -0.099 -0.081
H -2.1112 -0.1107 -1.8290 -0.650 -0.538 -1.452
H -2.1637 1.9715 -0.7188 -2.883 2.574 -1.642
H 0.2883 0.9855 2.1514 0.433 -0.417 -0.065
H -0.8925 -1.7579 -0.0700 1.149 1.256 -1.208
H 0.3626 -1.1728 -1.4819 -1.679 -0.893 0.148
H 2.1238 -1.6763 0.4868 0.436 -0.530 -0.601
H 2.0580 -0.6481 1.7223 0.784 0.621 0.982
```
Positions in Å, forces in eV/Å.

Atomic partial charges in e from the Löwdin method, atoms 1 to 8: -0.066 -0.131 -0.184 -0.124 -0.728 0.069 0.036 0.477

***

Question: Which of these has the highest calculated total energy?
Answer: number 3

***

Question: Look up the calculated total energy of the third one.
Answer: -20796.6969 eV

***

Question: Among the records above, which one has the highest calculated total energy?
Answer: number 3

***

Question: The lowest calculated total energy belongs to which entry?
Answer: number 1